(1)
{"formula": "C26H32BBrN8Ru", "method": "ωB97M-V with the def2-TZVPD basis set", "lumo_energy_ha": [-0.0932, -0.1621], "max_force_ev_per_a": 1.0, "gap_ha": [0.297, 0.227], "total_charge": 1, "molar_mass_g_mol": 648.4, "multiplicity": 2, "e_homo_ev": [-10.6, -10.6], "elements": ["Ru", "C", "C", "N", "N", "C", "B", "N", "C", "C", "C", "N", "N", "C", "C", "C", "N", "H", "H", "H", "H", "H", "H", "H", "H", "H", "H", "Br", "C", "C", "C", "C", "N", "C", "H", "H", "H", "H", "C", "C", "C", "C", "C", "C", "C", "C", "N", "C", "C", "C", "C", "H", "H", "H", "H", "H", "H", "H", "H", "H", "H", "H", "H", "H", "H", "H", "H", "H", "H"], "xyz": [[-0.403, 0.262, 0.221], [-2.390, 1.225, -3.501], [-1.516, 1.576, -2.473], [-1.185, 0.501, -1.758], [-1.830, -0.547, -2.312], [-2.561, -0.136, -3.357], [-1.732, -1.938, -1.670], [-2.434, -1.870, -0.299], [-3.433, -2.611, 0.197], [-3.784, -2.102, 1.434], [-2.927, -1.019, 1.620], [-2.131, -0.880, 0.560], [-0.252, -2.231, -1.425], [0.538, -3.158, -1.989], [1.816, -2.999, -1.493], [1.717, -1.921, -0.613], [0.465, -1.468, -0.586], [-2.813, 1.868, -4.253], [-1.115, 2.543, -2.228], [-3.150, -0.837, -3.923], [-2.222, -2.779, -2.366], [-3.829, -3.443, -0.359], [-4.549, -2.458, 2.100], [-2.868, -0.329, 2.447], [0.139, -3.862, -2.698], [2.692, -3.573, -1.735], [2.478, -1.463, -0.002], [-1.068, 2.214, 5.598], [-0.351, 0.860, 4.516], [0.209, -0.281, 5.064], [0.698, -1.248, 4.202], [0.600, -1.047, 2.837], [0.066, 0.062, 2.316], [-0.395, 1.008, 3.141], [0.262, -0.410, 6.137], [1.146, -2.154, 4.584], [0.944, -1.789, 2.129], [-0.799, 1.905, 2.695], [-4.748, 2.972, 0.970], [-3.393, 3.592, 0.761], [-3.242, 4.976, 0.632], [-1.991, 5.556, 0.410], [-1.848, 7.053, 0.320], [-0.877, 4.748, 0.291], [-0.976, 3.335, 0.406], [-2.270, 2.804, 0.665], [0.041, 2.446, 0.298], [1.453, 2.755, -0.039], [1.631, 2.478, -1.540], [2.322, 1.775, 0.755], [1.935, 4.172, 0.271], [-5.465, 3.705, 1.334], [-4.698, 2.151, 1.685], [-5.127, 2.568, 0.029], [-4.115, 5.613, 0.706], [-2.815, 7.534, 0.192], [-1.208, 7.339, -0.514], [-1.396, 7.445, 1.233], [0.074, 5.221, 0.108], [-2.379, 1.727, 0.759], [1.381, 1.443, -1.782], [2.670, 2.659, -1.817], [0.996, 3.133, -2.136], [2.011, 0.740, 0.584], [2.266, 1.976, 1.826], [3.360, 1.871, 0.438], [1.557, 4.906, -0.439], [3.022, 4.180, 0.196], [1.671, 4.476, 1.286]]}



(2)
{"formula": "C6H4O", "method": "ωB97M-V with the def2-TZVPD basis set", "lumo_energy_ha": -0.0068, "max_force_ev_per_a": 0.7, "gap_ha": 0.367, "molar_mass_g_mol": 92.1, "smiles": "C#CC(=O)C#CC", "e_homo_ev": -10.2, "elements": ["C", "C", "C", "O", "C", "C", "C", "H", "H", "H", "H"], "xyz": [[-0.588, -0.962, 2.152], [-0.256, -1.549, 1.154], [0.157, -2.002, -0.179], [0.310, -3.155, -0.504], [0.331, -0.801, -0.984], [0.297, 0.404, -1.085], [0.184, 1.848, -0.946], [-0.879, -0.438, 3.036], [0.449, 2.395, -1.851], [0.842, 2.162, -0.128], [-0.846, 2.099, -0.664]]}



(3)
{"formula": "C11H47NO15Pt", "method": "ωB97M-V with the def2-TZVPD basis set", "lumo_energy_ha": [-0.0957, -0.1428], "max_force_ev_per_a": 3.0, "gap_ha": [0.264, 0.217], "molar_mass_g_mol": 628.6, "multiplicity": 3, "e_homo_ev": [-9.8, -9.8], "elements": ["Pt", "O", "C", "C", "O", "H", "H", "H", "H", "C", "C", "C", "C", "C", "C", "N", "O", "C", "C", "C", "H", "H", "H", "H", "H", "H", "H", "H", "H", "H", "H", "H", "H", "H", "H", "H", "H", "H", "H", "O", "H", "H", "O", "H", "H", "O", "H", "H", "O", "H", "H", "O", "H", "H", "O", "H", "H", "O", "H", "H", "O", "H", "H", "O", "H", "H", "O", "H", "H", "O", "H", "H", "O", "H", "H"], "xyz": [[-3.342, 7.443, 28.387], [-1.302, 7.174, 27.611], [-0.551, 6.728, 28.725], [-1.195, 6.816, 30.095], [-2.575, 6.498, 30.151], [0.447, 7.144, 28.683], [-0.445, 5.668, 28.460], [-1.170, 7.861, 30.414], [-0.657, 6.166, 30.790], [1.986, 13.791, 27.534], [2.869, 12.533, 27.422], [4.371, 12.888, 27.618], [4.773, 13.099, 29.071], [4.417, 11.830, 29.844], [2.947, 11.429, 29.734], [2.553, 11.380, 28.286], [1.166, 11.062, 28.238], [2.830, 9.981, 30.242], [2.115, 12.363, 30.629], [2.787, 11.989, 25.984], [2.414, 14.702, 27.127], [1.839, 14.061, 28.587], [0.991, 13.515, 27.183], [5.039, 12.245, 27.045], [4.561, 13.869, 27.166], [4.311, 14.015, 29.448], [5.844, 13.260, 29.209], [4.710, 11.844, 30.898], [5.062, 11.023, 29.477], [3.119, 10.063, 31.295], [1.814, 9.601, 30.146], [3.533, 9.271, 29.811], [2.226, 12.111, 31.686], [2.369, 13.420, 30.581], [1.046, 12.197, 30.468], [3.457, 11.188, 25.672], [2.931, 12.836, 25.307], [1.797, 11.585, 25.746], [0.666, 11.882, 28.381], [1.239, 6.809, 25.576], [1.798, 7.499, 26.001], [0.405, 6.757, 26.072], [-0.302, 2.684, 29.515], [0.156, 3.102, 28.757], [-0.484, 1.782, 29.225], [0.881, 4.541, 33.773], [0.099, 3.986, 33.883], [0.619, 5.179, 33.106], [-3.036, 6.927, 33.008], [-2.273, 7.372, 33.382], [-2.799, 6.744, 32.075], [-2.019, 9.644, 32.364], [-1.501, 9.326, 33.109], [-1.907, 8.977, 31.686], [-1.426, 8.694, 25.199], [-1.256, 9.563, 25.578], [-1.229, 8.073, 25.913], [-3.031, 3.661, 29.038], [-2.481, 2.944, 28.715], [-2.488, 4.106, 29.691], [-1.230, 3.582, 31.912], [-1.730, 4.408, 31.915], [-0.953, 3.443, 30.975], [-0.993, 4.121, 26.562], [-0.215, 4.064, 27.132], [-1.319, 5.020, 26.681], [2.607, 8.601, 27.256], [2.492, 9.559, 27.415], [2.040, 8.189, 27.903], [1.606, 3.659, 27.800], [2.172, 4.131, 28.423], [2.217, 3.173, 27.232], [-5.047, 5.086, 31.872], [-4.347, 5.353, 31.264], [-5.850, 5.477, 31.514]]}



(4)
{"formula": "C36H35AsBrCoF6NP2", "method": "ωB97M-V with the def2-TZVPD basis set", "lumo_energy_ha": [-0.1770, -0.3017], "max_force_ev_per_a": 0.6, "gap_ha": [0.340, 0.224], "total_charge": 2, "molar_mass_g_mol": 871.4, "multiplicity": 6, "e_homo_ev": [-14.1, -14.3], "elements": ["Co", "F", "As", "F", "F", "F", "F", "F", "C", "C", "C", "C", "C", "N", "H", "H", "H", "H", "H", "H", "H", "H", "H", "C", "P", "C", "C", "C", "C", "C", "C", "C", "C", "C", "C", "C", "C", "P", "C", "C", "C", "C", "C", "C", "C", "C", "C", "C", "C", "C", "H", "H", "H", "H", "H", "H", "H", "H", "H", "H", "H", "H", "H", "H", "H", "H", "H", "H", "H", "H", "H", "H", "Br", "C", "C", "C", "C", "C", "C", "H", "H", "H", "H"], "xyz": [[-0.813, -0.940, 1.569], [-2.678, -1.137, 0.907], [-3.759, -1.642, 2.356], [-2.242, -1.405, 3.252], [-3.210, -3.228, 2.022], [-4.590, -2.098, 3.751], [-5.043, -1.789, 1.270], [-4.034, 0.027, 2.573], [0.314, 3.061, 5.039], [-0.835, 2.049, 4.901], [-0.811, 1.038, 6.066], [-2.196, 2.751, 4.823], [-0.629, 1.272, 3.668], [-0.513, 0.687, 2.690], [0.235, 3.534, 6.018], [0.248, 3.837, 4.276], [1.288, 2.575, 4.973], [-0.993, 1.580, 6.994], [0.159, 0.544, 6.141], [-1.590, 0.284, 5.947], [-2.350, 3.290, 5.757], [-3.007, 2.033, 4.698], [-2.228, 3.467, 4.002], [0.891, 1.098, -1.134], [0.342, -0.593, -0.571], [-0.215, -1.479, -2.034], [-1.566, -1.824, -2.098], [-2.048, -2.531, -3.195], [-1.180, -2.907, -4.209], [0.169, -2.566, -4.146], [0.651, -1.844, -3.069], [1.939, -1.303, -0.067], [2.607, -0.638, 0.968], [3.783, -1.152, 1.490], [4.300, -2.343, 0.990], [3.636, -3.012, -0.026], [2.455, -2.501, -0.553], [-0.205, 2.006, -2.270], [-0.094, 1.468, -3.969], [-1.233, 1.034, -4.639], [-1.136, 0.674, -5.976], [0.087, 0.742, -6.626], [1.225, 1.178, -5.951], [1.141, 1.551, -4.621], [0.172, 3.719, -2.190], [0.010, 4.495, -3.356], [0.365, 5.828, -3.339], [0.837, 6.406, -2.164], [0.942, 5.658, -0.990], [0.595, 4.326, -0.991], [1.882, 1.048, -1.595], [0.963, 1.708, -0.234], [-2.237, -1.558, -1.289], [-3.095, -2.800, -3.244], [-1.554, -3.471, -5.055], [0.844, -2.869, -4.936], [1.700, -1.571, -3.033], [2.206, 0.287, 1.373], [4.294, -0.629, 2.289], [5.217, -2.749, 1.398], [4.035, -3.939, -0.418], [1.934, -3.055, -1.325], [-2.188, 0.982, -4.129], [-2.019, 0.343, -6.508], [0.158, 0.464, -7.670], [2.173, 1.246, -6.468], [2.021, 1.922, -4.107], [-0.374, 4.047, -4.263], [0.270, 6.422, -4.238], [1.107, 7.454, -2.154], [1.286, 6.127, -0.078], [0.648, 3.761, -0.069], [0.320, -7.184, 3.279], [0.199, -5.433, 2.746], [-0.335, -5.136, 1.471], [-0.400, -3.833, 1.087], [-0.030, -2.763, 1.976], [0.594, -3.121, 3.213], [0.672, -4.416, 3.618], [-0.689, -5.934, 0.831], [-0.818, -3.606, 0.111], [0.953, -2.345, 3.878], [1.074, -4.683, 4.586]]}



(5)
{"formula": "C22H68FeO21", "method": "ωB97M-V with the def2-TZVPD basis set", "lumo_energy_ha": [-0.0748, -0.0986], "max_force_ev_per_a": 5.6, "gap_ha": [0.176, 0.196], "molar_mass_g_mol": 724.6, "multiplicity": 5, "e_homo_ev": [-6.8, -8.0], "elements": ["Fe", "C", "C", "C", "O", "C", "C", "C", "O", "O", "O", "H", "H", "C", "C", "O", "H", "H", "H", "H", "H", "H", "C", "C", "O", "H", "H", "H", "H", "H", "H", "C", "C", "O", "H", "H", "H", "H", "H", "H", "C", "C", "O", "H", "H", "H", "H", "H", "H", "C", "C", "O", "H", "H", "H", "H", "H", "H", "C", "C", "O", "H", "H", "H", "H", "H", "H", "C", "C", "O", "H", "H", "H", "H", "H", "H", "C", "C", "O", "H", "H", "H", "H", "H", "H", "O", "H", "H", "O", "H", "H", "O", "H", "H", "O", "H", "H", "O", "H", "H", "O", "H", "H", "O", "H", "H", "O", "H", "H", "O", "H", "H"], "xyz": [[25.961, 4.213, 10.247], [29.506, 1.103, 8.043], [28.692, 2.047, 8.710], [27.320, 2.280, 8.036], [26.506, 3.120, 8.548], [27.020, 1.640, 6.705], [27.920, 0.784, 6.153], [29.294, 0.608, 6.805], [30.287, -0.095, 6.357], [27.422, 0.019, 5.163], [29.077, 2.603, 9.797], [30.426, 0.913, 8.575], [26.017, 1.754, 6.322], [32.514, 1.168, 2.282], [31.348, 2.073, 2.773], [31.583, 2.309, 4.122], [33.066, 1.727, 1.527], [32.226, 0.346, 1.626], [33.166, 0.762, 3.056], [30.429, 1.706, 2.315], [31.447, 3.012, 2.229], [31.112, 1.569, 4.513], [21.427, 1.271, 6.300], [22.223, 2.540, 6.662], [23.237, 2.036, 7.496], [22.124, 0.554, 5.864], [20.630, 1.537, 5.606], [21.139, 0.650, 7.149], [21.614, 3.322, 7.115], [22.586, 2.932, 5.713], [23.322, 1.120, 7.222], [31.528, 1.092, 13.003], [31.789, -0.118, 12.203], [31.730, 0.208, 10.880], [30.449, 1.145, 13.147], [31.772, 2.014, 12.475], [32.010, 1.077, 13.981], [31.156, -0.998, 12.320], [32.824, -0.443, 12.310], [32.289, 0.946, 10.628], [29.168, 4.638, 4.761], [28.743, 5.091, 6.145], [27.382, 5.176, 6.327], [30.239, 4.815, 4.663], [28.724, 5.170, 3.920], [28.897, 3.601, 4.562], [29.260, 6.031, 6.337], [29.096, 4.478, 6.974], [27.219, 4.236, 6.438], [25.116, 1.447, 2.598], [26.580, 1.524, 2.199], [27.026, 0.172, 2.091], [24.969, 0.928, 3.546], [24.430, 1.015, 1.870], [24.724, 2.458, 2.707], [27.163, 2.134, 2.889], [26.703, 1.953, 1.204], [26.884, -0.131, 2.991], [31.771, 5.116, 8.018], [32.211, 4.453, 9.293], [31.826, 3.157, 9.406], [32.103, 4.624, 7.104], [31.924, 6.195, 7.990], [30.685, 5.041, 8.077], [31.736, 4.954, 10.136], [33.245, 4.653, 9.575], [30.879, 3.005, 9.444], [22.678, -2.228, 5.973], [24.120, -1.909, 6.001], [24.247, -0.535, 6.222], [22.211, -1.675, 6.788], [22.682, -3.295, 6.195], [22.102, -2.028, 5.069], [24.605, -2.315, 5.113], [24.589, -2.412, 6.846], [25.105, -0.169, 5.995], [29.813, 4.420, 12.952], [30.468, 4.272, 14.357], [31.793, 4.725, 14.291], [28.813, 3.999, 12.851], [30.275, 3.870, 12.132], [29.680, 5.474, 12.707], [30.470, 3.252, 14.741], [29.860, 4.928, 14.979], [31.810, 5.513, 14.839], [27.816, 5.155, 10.110], [28.479, 4.468, 10.182], [28.316, 5.953, 9.935], [24.227, 2.903, 10.063], [23.944, 2.574, 9.210], [23.662, 2.454, 10.693], [31.471, -1.535, 8.401], [30.946, -1.172, 7.688], [31.213, -1.028, 9.171], [25.233, 5.504, 8.805], [24.687, 6.242, 8.534], [25.631, 5.188, 7.994], [33.481, -0.026, 6.259], [33.744, -0.493, 7.051], [32.546, 0.144, 6.380], [26.671, 2.605, 11.442], [26.366, 1.816, 11.890], [27.433, 2.317, 10.940], [28.741, 0.038, 11.306], [29.586, -0.385, 11.153], [28.786, 0.852, 10.804], [29.361, -1.341, 3.040], [29.396, -0.815, 3.839], [29.216, -0.704, 2.340], [27.971, -3.000, 4.766], [27.328, -2.294, 4.832], [28.611, -2.683, 4.129]]}



(6)
{"formula": "C16H18BFIrN6", "method": "ωB97M-V with the def2-TZVPD basis set", "lumo_energy_ha": [-0.2272, -0.3868], "max_force_ev_per_a": 3.2, "gap_ha": [0.330, 0.185], "total_charge": 2, "molar_mass_g_mol": 516.4, "multiplicity": 6, "e_homo_ev": [-15.2, -15.6], "elements": ["H", "N", "B", "N", "C", "Ir", "H", "C", "H", "C", "H", "C", "H", "H", "H", "N", "N", "N", "N", "C", "C", "H", "H", "C", "C", "C", "C", "H", "H", "H", "H", "H", "F", "C", "C", "C", "C", "C", "C", "H", "H", "H", "H"], "xyz": [[0.490, 3.394, 0.429], [0.178, 1.828, -0.964], [-0.313, 0.457, -3.042], [0.095, 1.768, -2.345], [0.318, 3.003, -2.838], [0.291, 0.300, 0.219], [0.332, 3.156, -3.903], [0.509, 3.884, -1.777], [0.689, 4.940, -1.828], [0.413, 3.131, -0.611], [-0.429, 0.529, -4.233], [-2.658, -2.609, 3.250], [-2.052, -3.049, 4.046], [-2.011, -2.354, 2.408], [-3.392, -3.347, 2.917], [-1.676, 0.059, -2.340], [0.659, -0.655, -2.570], [-1.705, -0.078, -0.988], [0.801, -0.913, -1.217], [-2.905, -0.233, -2.830], [1.376, -1.570, -3.252], [-3.093, -0.176, -3.887], [1.418, -1.520, -4.328], [-3.715, -0.571, -1.752], [1.966, -2.450, -2.344], [-2.930, -0.467, -0.597], [1.586, -2.028, -1.073], [-4.738, -0.865, -1.764], [2.587, -3.297, -2.559], [-3.120, -0.633, 0.468], [1.797, -2.409, -0.087], [-3.134, -1.755, 3.594], [3.411, 0.722, 5.301], [2.650, 0.534, 4.169], [1.278, 0.406, 4.317], [0.487, 0.271, 3.166], [1.140, 0.274, 1.940], [2.523, 0.346, 1.798], [3.304, 0.496, 2.945], [0.819, 0.419, 5.298], [-0.592, 0.177, 3.180], [2.968, 0.296, 0.809], [4.381, 0.590, 2.875]]}